{"formula": "C23H30BN9OSSeSr", "method": "the ωB97M-V functional and the def2-TZVPD basis", "molar_mass_g_mol": 658.014, "e_above_lowest_kj_mol": 47.0, "energy_ev": -117496.1192, "lumo_energy_ev": 0.5, "charge": 0, "elements": ["Sr", "C", "C", "C", "C", "C", "N", "N", "B", "N", "N", "C", "C", "C", "C", "C", "N", "N", "C", "C", "C", "C", "C", "H", "H", "H", "H", "H", "H", "H", "H", "H", "H", "H", "H", "H", "H", "H", "H", "H", "H", "H", "H", "H", "H", "C", "N", "C", "Se", "N", "C", "C", "C", "C", "C", "C", "H", "H", "H", "H", "H", "H", "H", "H", "O", "S", "N"], "coordinates": [[0.80180, 0.13420, 0.23581], [2.77910, -2.95116, 1.43366], [1.78250, -2.42270, 2.41482], [1.55459, -2.81004, 3.74032], [0.52180, -2.00302, 4.18034], [-0.15620, -1.98522, 5.51152], [0.17002, -1.17979, 3.17202], [0.95374, -1.44484, 2.08324], [-1.02117, -0.14646, 3.13105], [-2.00383, -0.50579, 1.96876], [-1.60108, -0.72622, 0.67720], [-2.68914, -1.03673, -0.01146], [-2.59606, -1.35898, -1.47035], [-3.81803, -1.01373, 0.81489], [-3.33922, -0.66920, 2.06304], [-4.09145, -0.49060, 3.34043], [-0.53386, 1.34057, 2.98541], [-0.03386, 1.82823, 1.81066], [0.20822, 3.11755, 1.98234], [0.79403, 3.93511, 0.87697], [-0.14272, 3.49820, 3.28495], [-0.61053, 2.34472, 3.88269], [-1.14188, 2.15248, 5.26537], [3.23173, -3.86882, 1.80605], [2.31597, -3.17134, 0.47050], [3.58204, -2.23140, 1.25965], [2.06165, -3.57516, 4.30461], [0.31944, -2.70869, 6.17213], [-0.09615, -1.00405, 5.98277], [-1.21249, -2.24244, 5.42812], [-1.60933, -0.23444, 4.16741], [-1.82040, -2.10674, -1.65456], [-3.53706, -1.77000, -1.83515], [-2.36920, -0.46722, -2.05926], [-4.84179, -1.21404, 0.54569], [-5.14975, -0.67629, 3.16291], [-3.74732, -1.17850, 4.11307], [-3.98505, 0.52173, 3.73284], [0.67507, 3.44542, -0.09061], [0.30710, 4.90872, 0.81549], [1.86075, 4.10186, 1.03621], [-0.06552, 4.47317, 3.73703], [-1.07210, 3.08928, 5.81607], [-2.18644, 1.83911, 5.25478], [-0.58095, 1.39492, 5.81326], [0.81443, 2.81988, -5.57696], [0.74186, 1.42687, -5.17910], [0.20154, 0.95095, -4.03327], [-0.58257, 1.94905, -2.67877], [0.34247, -0.39055, -4.06987], [1.04123, -0.78536, -5.20338], [1.48269, -2.01911, -5.64907], [2.16854, -2.03683, -6.85430], [2.40511, -0.86368, -7.57939], [1.96892, 0.37069, -7.12261], [1.28160, 0.37915, -5.91997], [0.21266, 3.39856, -4.88265], [0.42354, 2.92758, -6.58773], [1.84702, 3.16638, -5.54202], [0.15728, -0.95743, -3.26125], [1.31545, -2.92360, -5.08032], [2.53524, -2.97839, -7.24020], [2.94655, -0.91890, -8.51412], [2.16435, 1.27924, -7.67551], [2.06322, -0.62758, -1.65922], [3.33878, 0.05718, -1.14507], [3.26315, 0.84419, 0.10210]], "forces_ev_per_a": [[-1.062, 0.391, -0.539], [0.097, 0.005, 0.011], [-0.001, -0.032, 0.139], [-0.038, -0.031, 0.026], [-0.193, 0.149, 0.093], [0.059, -0.069, 0.056], [-0.056, 0.096, -0.238], [-0.159, -0.139, 0.564], [0.141, -0.011, -0.226], [0.203, -0.016, -0.049], [-0.158, 0.039, 0.473], [0.084, -0.045, -0.180], [-0.106, -0.007, -0.042], [-0.031, 0.020, 0.008], [0.105, 0.027, 0.173], [-0.099, -0.008, -0.020], [0.000, -0.095, -0.200], [-0.246, 0.042, 0.441], [-0.010, 0.061, 0.044], [0.023, 0.090, 0.023], [0.014, 0.005, 0.010], [-0.092, -0.202, 0.163], [0.022, 0.070, 0.051], [-0.011, 0.003, 0.004], [-0.037, 0.019, 0.015], [-0.008, 0.012, 0.021], [-0.008, 0.003, -0.018], [0.002, 0.004, -0.013], [0.019, 0.003, -0.018], [0.007, -0.009, -0.025], [0.051, 0.011, -0.056], [0.015, 0.023, 0.031], [0.000, 0.008, 0.029], [0.023, 0.005, 0.029], [0.016, -0.014, -0.004], [0.004, 0.005, 0.010], [0.005, -0.015, -0.020], [0.013, 0.004, -0.026], [-0.022, -0.046, 0.026], [0.011, -0.002, 0.016], [-0.005, -0.002, 0.016], [-0.016, -0.005, -0.021], [-0.002, -0.002, -0.011], [0.001, 0.005, -0.021], [0.022, 0.004, -0.023], [-0.045, -0.118, 0.074], [0.074, 0.117, -0.135], [-0.135, 0.278, 0.203], [0.241, -0.387, -0.084], [0.062, -0.060, 0.006], [-0.091, -0.032, 0.202], [0.030, 0.006, -0.046], [0.009, 0.066, -0.034], [-0.007, -0.058, 0.023], [-0.022, -0.077, -0.002], [0.013, 0.186, -0.008], [0.001, 0.026, -0.002], [-0.006, 0.020, -0.006], [0.011, 0.007, -0.004], [0.050, -0.028, 0.064], [-0.021, 0.012, -0.004], [-0.002, 0.005, 0.001], [0.003, -0.015, 0.007], [-0.010, -0.001, 0.003], [0.842, 0.035, -0.131], [0.273, 0.116, -0.100], [0.154, -0.454, -0.748]]}

***

{"formula": "C4H12N2O2", "method": "the ωB97M-V functional and the def2-TZVPD basis", "molar_mass_g_mol": 120.152, "e_above_lowest_kj_mol": 222.6, "energy_ev": -11416.9099, "lumo_energy_ev": 0.4, "charge": 0, "elements": ["N", "C", "C", "C", "N", "C", "O", "H", "H", "H", "H", "H", "H", "H", "H", "H", "H", "O", "H", "H"], "coordinates": [[0.33936, -1.91567, -0.31219], [0.87134, -0.96637, 0.64869], [1.34156, 0.40658, 0.14367], [0.32589, 1.10785, -0.74202], [-1.01989, 1.07451, -0.18482], [0.69547, 2.59772, -0.81315], [1.73444, 3.06304, -0.40697], [-0.64815, -1.69777, -0.38716], [0.77124, -1.75896, -1.21400], [1.66638, -1.38848, 1.26680], [0.15425, -0.78281, 1.45449], [2.35525, 0.38435, -0.24733], [1.48718, 1.01429, 1.04088], [0.34704, 0.78710, -1.79076], [-1.16850, 0.44552, 0.59050], [-1.75669, 1.13126, -0.87603], [-0.01301, 3.32906, -1.24364], [-2.17848, -2.14716, 0.87221], [-3.05946, -1.77197, 0.74745], [-2.24524, -2.91208, 1.45338]], "forces_ev_per_a": [[0.011, 0.385, 0.100], [0.477, 0.394, 0.868], [-0.175, -0.384, 0.787], [0.089, 1.137, 0.049], [0.017, 0.369, -0.160], [0.914, 0.560, 0.156], [-0.183, -0.358, -0.045], [0.107, -0.403, -0.310], [0.037, -0.103, -0.080], [0.451, -0.259, -0.437], [-0.520, -0.155, -0.358], [-0.131, -0.126, -0.673], [-0.183, 0.154, 0.025], [0.007, -0.448, 0.067], [-0.123, -0.066, -0.404], [0.084, -0.332, 0.412], [-0.511, -0.467, -0.119], [-0.277, 0.340, -0.037], [0.083, -0.355, 0.252], [-0.175, 0.116, -0.095]]}

***

Number 1: E_HOMO -7.91 eV. Number 2: E_HOMO -8.90 eV.